# 1
Formula: C17H17IN9O3RhS
Source: the OMol25 dataset
Level of theory: ωB97M-V with the def2-TZVPD basis set

```
49
Properties=species:S:1:pos:R:3
Rh -0.071 -0.257 0.134
N -3.222 -0.637 1.296
C -2.845 -1.721 0.613
N -3.708 -2.708 0.496
C -3.300 -3.772 -0.198
N -4.120 -4.798 -0.321
N -2.080 -3.876 -0.806
C -1.289 -2.866 -0.638
N -1.584 -1.747 0.077
C 0.055 -2.924 -1.286
C 0.447 -4.025 -2.023
C 1.701 -4.014 -2.619
C 2.514 -2.904 -2.461
C 2.049 -1.841 -1.705
N 0.847 -1.852 -1.128
H -4.134 -0.635 1.723
H -2.590 0.120 1.480
H -5.022 -4.769 0.125
H -3.835 -5.615 -0.834
H -0.228 -4.862 -2.119
H 2.035 -4.861 -3.201
H 3.493 -2.854 -2.916
H 2.651 -0.951 -1.568
I -1.490 1.595 -5.540
C -1.149 1.701 -3.518
C -1.390 2.763 -2.669
N -1.027 2.380 -1.437
N -0.547 1.121 -1.430
C -0.624 0.704 -2.702
H -1.780 3.749 -2.867
H -1.055 2.934 -0.597
H -0.298 -0.284 -2.984
N 1.546 -0.312 1.677
C 1.083 0.378 2.871
C 0.366 1.556 2.714
C -0.113 2.232 3.823
C 0.133 1.699 5.081
C 0.841 0.517 5.247
C 1.325 -0.146 4.127
S -0.408 2.584 6.501
O -0.511 1.649 7.593
O 0.626 3.588 6.776
O -1.646 3.247 6.155
H 2.289 0.221 1.227
H 1.936 -1.219 1.915
H 0.202 1.959 1.716
H -0.673 3.151 3.725
H 1.004 0.119 6.239
H 1.880 -1.070 4.244
```

Computed properties:
Expectation value of S²: 6.023
Multiplicity: 5
Max |F| (eV/A): 0.68
Frontier orbital gap (spin up / spin down) (Ha): 0.293 / 0.217
Charge: +2

***

# 2
Formula: C17H17IrN5O4
Source: the OMol25 dataset
Level of theory: ωB97M-V with the def2-TZVPD basis set

```
44
Properties=species:S:1:pos:R:3
Ir -1.586 0.174 -0.503
O -3.447 -0.530 3.560
C -2.416 -1.163 4.124
C -2.631 -1.690 5.397
C -1.622 -2.368 6.040
C -0.360 -2.540 5.450
C -0.127 -2.010 4.213
C -1.147 -1.312 3.514
C -0.882 -0.784 2.215
O -1.797 -0.245 1.525
N 0.458 -0.810 1.767
N 0.543 -0.386 0.579
C 1.801 -0.322 0.039
C 1.850 0.151 -1.255
C 2.949 0.125 -2.179
C 2.889 0.652 -3.428
C 1.780 1.206 -4.216
C 0.460 1.045 -4.029
N 0.679 0.722 -1.687
H -3.197 -0.234 2.671
H -3.603 -1.554 5.849
H -1.810 -2.776 7.025
H 0.417 -3.081 5.970
H 0.839 -2.114 3.744
H 2.656 -0.677 0.598
H 3.893 -0.279 -1.831
H 3.834 0.655 -3.962
H 2.087 1.758 -5.096
H -0.255 1.482 -4.714
C 0.305 -1.273 -3.150
C 0.006 0.205 -2.870
N -1.409 0.231 -2.398
O -2.152 1.030 -3.235
C 0.310 1.997 -1.168
C 1.118 3.239 -1.293
N -0.842 1.962 -0.578
O -1.537 2.847 -0.064
H 0.101 -1.865 -2.256
H 1.325 -1.439 -3.481
H -0.372 -1.593 -3.941
H -3.072 0.887 -2.977
H 0.926 3.738 -2.246
H 2.183 3.012 -1.236
H 0.855 3.926 -0.491
```

Computed properties:
Max |F| (eV/A): 0.77
Frontier orbital gap (Ha): 0.222
Charge: +1

***

# 3
Formula: C17H17N3O2
Source: the OMol25 dataset
Level of theory: ωB97M-V with the def2-TZVPD basis set

```
39
Properties=species:S:1:pos:R:3
N 1.722 1.915 2.719
N -0.116 2.287 1.462
O 3.582 0.707 1.527
O -2.467 -2.721 0.733
C 2.600 0.515 -0.419
C 3.710 0.177 0.277
C 0.427 2.208 2.644
C 2.302 1.264 1.615
C 0.481 1.794 0.351
C -1.163 -0.252 -2.327
C -1.261 -0.635 -0.004
C -1.984 -1.343 -2.567
C -1.994 -1.835 -0.215
C 1.673 1.178 0.431
C -0.850 0.147 -1.040
C -2.301 -2.234 -1.461
N -0.305 1.494 -0.792
C 4.834 -0.588 -0.202
C -0.084 3.034 3.783
C -0.980 2.684 -1.437
C -2.583 -3.958 0.072
C -2.991 -3.565 -1.333
H 2.513 0.391 -1.534
H -0.957 0.465 -3.126
H -1.110 -0.499 1.031
H -2.322 -1.560 -3.612
H 4.483 -1.669 0.023
H 5.757 -0.386 0.249
H 4.796 -0.594 -1.301
H -1.059 3.507 3.525
H 0.639 3.815 4.070
H -0.259 2.203 4.575
H -0.847 3.580 -0.851
H -0.357 2.895 -2.329
H -1.981 2.371 -1.545
H -1.585 -4.505 0.002
H -3.322 -4.612 0.480
H -4.080 -3.429 -1.364
H -2.561 -4.248 -2.111
```

Computed properties:
Relative energy (zero: lowest compared OMol25 entry of this formula, charge and spin) (kJ/mol): 434.6
Max |F| (eV/A): 4.89
Frontier orbital gap (Ha): 0.308
Charge: 0

***

# 4
Formula: C17H17N3O5S2
Source: the OMol25 dataset
Level of theory: ωB97M-V with the def2-TZVPD basis set

```
44
Properties=species:S:1:pos:R:3
C 1.934 3.637 1.224
H 1.850 4.599 1.718
H 1.023 3.065 1.368
H 2.797 3.099 1.607
S 2.187 3.991 -0.537
C 2.296 2.296 -1.196
C 0.927 1.648 -1.341
H 0.456 1.546 -0.361
H 0.286 2.273 -1.964
C 1.032 0.258 -1.993
N 1.735 -0.682 -1.148
C 1.262 -1.121 0.039
O 0.154 -0.847 0.478
C 2.192 -1.975 0.780
C 2.041 -2.581 2.002
C 3.242 -3.277 2.247
C 4.036 -3.048 1.163
O 3.417 -2.264 0.271
H 5.028 -3.377 0.921
H 3.483 -3.866 3.108
H 1.176 -2.518 2.630
H 2.661 -0.971 -1.418
C -0.371 -0.227 -2.364
O -1.209 0.478 -2.853
O -0.546 -1.526 -2.099
C -1.849 -2.042 -2.322
H -1.774 -3.122 -2.174
H -2.173 -1.836 -3.348
C -2.919 -1.476 -1.389
O -4.099 -1.689 -1.583
N -2.467 -0.731 -0.357
C -3.343 -0.085 0.482
C -3.013 0.839 1.453
C -1.714 1.303 1.683
N -0.661 1.727 1.862
C -4.164 1.317 2.143
C -5.305 0.759 1.681
S -5.041 -0.360 0.387
H -6.305 0.946 2.018
H -4.109 2.043 2.934
H -1.468 -0.671 -0.125
H 1.591 0.346 -2.932
H 2.942 1.725 -0.528
H 2.781 2.398 -2.167
```

Computed properties:
Relative energy (zero: lowest compared OMol25 entry of this formula, charge and spin) (kJ/mol): 0.0
Max |F| (eV/A): 1.33
Frontier orbital gap (Ha): 0.317
Charge: 0

***

# 5
Formula: C17H17N5O14P2Ti
Source: the OMol25 dataset
Level of theory: ωB97M-V with the def2-TZVPD basis set

```
56
Properties=species:S:1:pos:R:3
Ti 0.539 -0.744 -0.494
C 3.604 -2.580 2.221
C 4.078 -1.348 1.479
O 5.494 -1.277 1.455
P 3.635 -1.457 -0.365
O 4.896 -0.804 -1.068
O 0.611 -1.891 0.824
O 2.409 -0.683 -0.870
P 3.445 0.270 2.284
O 3.360 1.304 1.053
O 4.682 0.583 3.060
O 2.101 0.008 2.848
H 4.131 -3.468 1.868
H 2.531 -2.709 2.104
H 3.815 -2.440 3.282
H 5.661 -0.513 2.068
H 5.620 -0.811 -0.403
H 0.214 -2.618 1.306
H 2.437 1.473 0.800
C -4.176 2.569 -0.201
C -3.244 2.420 -1.350
N -2.269 1.542 -1.438
C -1.641 1.750 -2.639
C -2.273 2.770 -3.303
N -3.273 3.183 -2.461
C -2.157 3.464 -4.614
O -1.224 3.055 -5.438
O -2.933 4.359 -4.870
C -0.421 0.986 -3.044
O 0.003 1.122 -4.192
O 0.136 0.268 -2.152
H -3.866 1.897 0.596
H -5.200 2.329 -0.489
H -4.154 3.588 0.184
H -3.892 3.945 -2.691
H -0.714 2.278 -5.044
N 1.520 -6.301 -2.877
C 1.187 -5.206 -3.049
N 0.797 -3.978 -3.344
C 0.424 -3.141 -2.471
N 0.011 -2.337 -1.721
O -1.643 -0.606 -0.066
C -1.860 -0.480 1.298
C -2.741 -1.363 1.899
C -2.958 -1.281 3.266
C -2.308 -0.315 4.023
C -1.433 0.566 3.409
C -1.193 0.487 2.042
C -0.177 1.412 1.440
O 0.026 2.511 1.892
O 0.457 0.946 0.375
H -1.836 0.290 -0.510
H -3.240 -2.101 1.284
H -3.639 -1.977 3.741
H -2.471 -0.259 5.091
H -0.891 1.313 3.973
```

Computed properties:
Expectation value of S²: 0.754
Relative energy (zero: lowest compared OMol25 entry of this formula, charge and spin) (kJ/mol): 374.7
Multiplicity: 2
Max |F| (eV/A): 1.27
Frontier orbital gap (spin up / spin down) (Ha): 0.304 / 0.252
Charge: -1

***

# 6
Formula: C17H17N5O2
Source: the OMol25 dataset
Level of theory: ωB97M-V with the def2-TZVPD basis set

```
41
Properties=species:S:1:pos:R:3
C 3.590 -2.018 -3.692
H 4.621 -2.265 -3.416
O 2.801 -1.742 -2.561
C 3.124 -0.684 -1.778
C 4.224 0.148 -1.980
C 4.465 1.198 -1.107
C 3.632 1.433 -0.035
C 2.524 0.606 0.176
C 2.276 -0.447 -0.699
H 1.417 -1.083 -0.559
C 1.655 0.856 1.305
N 0.648 0.119 1.547
N -0.134 0.377 2.608
C -1.256 -0.344 2.875
O -1.928 -0.126 3.857
C -1.572 -1.420 1.830
N -1.677 -0.814 0.529
C -2.354 0.307 0.161
C -3.147 1.233 0.831
C -3.661 2.261 0.074
C -3.405 2.375 -1.301
C -2.623 1.466 -1.972
C -2.088 0.414 -1.227
N -1.289 -0.634 -1.571
N -1.061 -1.331 -0.539
H -2.422 1.548 -3.028
H -3.839 3.205 -1.838
H -4.283 3.005 0.549
H -3.347 1.152 1.888
C -2.848 -2.173 2.194
H -2.739 -2.622 3.177
H -3.694 -1.490 2.223
H -3.042 -2.952 1.461
H -0.719 -2.107 1.772
H 0.101 1.139 3.252
H 1.906 1.710 1.948
H 3.830 2.252 0.641
H 5.320 1.837 -1.274
H 4.897 -0.009 -2.808
H 3.593 -1.179 -4.396
H 3.129 -2.882 -4.167
```

Computed properties:
Relative energy (zero: lowest compared OMol25 entry of this formula, charge and spin) (kJ/mol): 113.2
Max |F| (eV/A): 1.28
Frontier orbital gap (Ha): 0.323
Charge: 0

***

# 7
Formula: C17H17N5O2
Source: the OMol25 dataset
Level of theory: ωB97M-V with the def2-TZVPD basis set

```
41
Properties=species:S:1:pos:R:3
C 6.793 2.444 3.314
C 5.475 2.231 2.636
C 4.336 1.958 3.389
C 3.116 1.735 2.783
C 3.008 1.787 1.395
C 4.140 2.080 0.639
C 5.359 2.292 1.253
H 6.229 2.512 0.653
H 4.043 2.135 -0.435
C 1.737 1.568 0.672
O 1.503 1.982 -0.453
N 0.783 0.877 1.353
N -0.407 0.575 0.694
C -1.201 -0.417 1.145
O -0.933 -1.032 2.159
C -2.428 -0.673 0.293
H -2.473 0.020 -0.548
H -3.315 -0.536 0.916
C -2.401 -2.126 -0.205
N -3.560 -2.428 -0.989
C -3.827 -2.089 -2.281
C -3.123 -1.422 -3.278
C -3.759 -1.283 -4.490
C -5.049 -1.786 -4.716
C -5.752 -2.449 -3.739
C -5.130 -2.602 -2.500
N -5.534 -3.193 -1.340
N -4.614 -3.078 -0.478
H -6.742 -2.841 -3.907
H -5.493 -1.644 -5.689
H -3.253 -0.771 -5.296
H -2.128 -1.038 -3.112
H -1.506 -2.301 -0.811
H -2.394 -2.801 0.653
H -0.472 1.059 -0.196
H 0.931 0.308 2.177
H 2.247 1.552 3.397
H 4.411 1.923 4.466
H 7.183 1.493 3.675
H 6.681 3.104 4.172
H 7.519 2.875 2.629
```

Computed properties:
Relative energy (zero: lowest compared OMol25 entry of this formula, charge and spin) (kJ/mol): 0.0
Max |F| (eV/A): 1.29
Frontier orbital gap (Ha): 0.348
Charge: 0

***

# 8
Formula: C17H17N6O3PtS
Source: the OMol25 dataset
Level of theory: ωB97M-V with the def2-TZVPD basis set

```
45
Properties=species:S:1:pos:R:3
Pt 1.731 -0.388 -1.030
N 1.278 1.023 -2.626
C 1.415 0.218 -3.859
C 2.466 -0.926 -3.741
O 3.088 -1.303 -4.728
N 2.501 -1.424 -2.518
C 3.264 -2.587 -2.144
C 3.093 -2.840 -0.625
O 3.550 -3.852 -0.129
O 2.476 -1.944 0.068
H 0.305 1.317 -2.509
H 1.878 1.846 -2.661
H 1.650 0.839 -4.730
H 0.462 -0.290 -4.034
H 4.335 -2.458 -2.357
H 2.920 -3.476 -2.691
S -0.841 -0.615 -1.158
C -1.070 0.399 0.332
N -2.254 0.482 0.878
N -3.250 -0.185 0.284
C -4.434 -0.463 0.890
C -4.755 0.041 2.157
C -5.969 -0.270 2.730
C -6.888 -1.068 2.060
C -6.572 -1.574 0.807
C -5.360 -1.277 0.223
N -0.077 1.049 0.889
N 1.165 0.837 0.501
C 2.157 1.482 1.183
C 1.913 2.476 2.149
C 2.964 3.063 2.819
C 4.278 2.697 2.557
C 4.532 1.719 1.604
C 3.494 1.131 0.920
H -3.010 -0.711 -0.565
H -4.021 0.646 2.663
H -6.206 0.099 3.720
H -7.838 -1.304 2.516
H -7.275 -2.214 0.290
H -5.094 -1.681 -0.743
H 0.893 2.758 2.358
H 2.766 3.826 3.559
H 5.097 3.158 3.092
H 5.547 1.404 1.401
H 3.697 0.341 0.197
```

Computed properties:
Relative energy (zero: lowest compared OMol25 entry of this formula, charge and spin) (kJ/mol): 87.0
Max |F| (eV/A): 4.89
Frontier orbital gap (spin up / spin down) (Ha): 0.180 / 0.175
Charge: -1

***

# 9
Formula: C17H17NO10S
Source: the OMol25 dataset
Level of theory: ωB97M-V with the def2-TZVPD basis set

```
46
Properties=species:S:1:pos:R:3
O -0.637 0.532 1.794
N 0.185 0.296 0.993
O -0.398 0.650 -0.260
C 0.262 1.781 -0.822
O 1.607 1.457 -1.215
S 1.653 0.199 -2.280
O 1.558 -1.117 -1.663
O 2.942 0.287 -2.960
C 0.333 0.501 -3.510
C -0.139 1.999 -3.428
C -0.581 2.475 -1.977
C -2.139 2.430 -1.730
O -2.879 1.777 -2.798
C -3.728 0.829 -2.206
C -3.107 -0.406 -1.714
C -3.831 -1.470 -1.044
C -5.275 -1.320 -0.877
C -5.907 -0.118 -1.397
C -5.162 0.972 -2.047
H 0.347 2.550 -0.002
H -0.494 -0.250 -3.485
H 0.826 0.378 -4.516
H -0.893 2.225 -4.219
H 0.768 2.622 -3.681
H -0.285 3.562 -1.927
H -2.516 3.496 -1.708
H -2.413 2.011 -0.724
H -2.011 -0.542 -1.860
H -3.240 -2.347 -0.686
H -5.822 -2.141 -0.370
H -7.014 -0.030 -1.259
H -5.691 1.871 -2.424
C 4.927 -2.524 3.404
C 4.139 -1.792 2.609
C 2.995 -1.001 3.159
O 2.315 -0.334 2.402
C 2.740 -1.071 4.597
C 3.526 -1.805 5.390
C 4.686 -2.574 4.844
O 5.387 -3.215 5.607
O 3.311 -1.887 6.716
O 4.339 -1.734 1.281
H 5.759 -3.099 3.020
H 1.899 -0.509 4.980
H 4.013 -2.474 7.059
H 3.642 -1.143 0.933
```

Computed properties:
Max |F| (eV/A): 4.46
Frontier orbital gap (Ha): 0.285
Charge: 0

***

# 10
Formula: C17H18BF5N3O10S
Source: the OMol25 dataset
Level of theory: ωB97M-V with the def2-TZVPD basis set

```
55
Properties=species:S:1:pos:R:3
C 1.930 -0.290 4.478
C 3.117 0.433 3.839
O 2.944 1.828 3.641
C 1.848 2.206 2.846
C 1.896 1.645 1.438
O 0.646 1.952 0.764
C 0.425 1.076 -0.280
C 0.835 1.459 -1.535
C 0.721 0.647 -2.666
B 1.145 1.103 -4.121
O 0.514 0.477 -5.175
N 2.125 2.161 -4.418
C 1.723 3.479 -3.938
C 3.496 1.777 -4.055
C 0.206 -0.629 -2.438
C -0.212 -1.006 -1.163
C -0.163 -0.175 -0.051
N -0.595 -0.532 1.259
C -1.553 -1.611 1.384
O -1.482 -2.452 2.181
F -2.555 -1.507 0.539
C -1.224 0.565 1.962
O -1.194 0.709 3.123
F -1.939 1.353 1.183
C -0.672 -2.429 -1.308
O -0.624 -3.364 -0.568
N -1.072 -2.516 -2.675
C -0.043 -1.814 -3.350
O 0.511 -2.173 -4.347
H 2.232 -0.824 5.373
H 1.458 -0.995 3.800
H 1.156 0.404 4.786
H 3.975 0.335 4.497
H 3.401 -0.069 2.912
H 0.877 1.981 3.283
H 1.908 3.289 2.760
H 2.708 2.082 0.856
H 2.036 0.564 1.413
H 1.264 2.443 -1.633
H 1.187 -0.010 -5.672
H 2.365 3.847 -3.134
H 0.711 3.469 -3.530
H 1.729 4.239 -4.721
H 3.949 2.448 -3.327
H 3.546 0.741 -3.715
H 4.130 1.816 -4.944
H -1.159 -3.488 -2.964
C -5.437 -2.845 1.615
F -4.632 -1.880 2.104
F -5.981 -2.356 0.483
F -4.642 -3.867 1.251
S -6.722 -3.360 2.836
O -7.437 -2.124 3.069
O -5.923 -3.838 3.943
O -7.450 -4.375 2.106
```

Computed properties:
Max |F| (eV/A): 1.50
Frontier orbital gap (Ha): 0.241
Charge: -1